No. 1
C20H18FeNO3S | ωB97M-V/def2-TZVPD

Last column: natural (NBO) charge in e.
CARTESIAN COORDINATES (ANGSTROEM)
C: 2.7677 1.2531 3.1566  -0.75
S: 2.6107 0.7098 1.4280  0.88
C: 4.0552 -0.3879 1.4286  -0.74
C: 1.3927 -0.5630 1.7448  -0.31
C: 0.0330 -0.3016 1.7825  -0.10
C: -0.9003 -1.3314 2.0784  -0.16
C: -2.2413 -1.0704 2.1092  -0.11
C: -2.7320 0.2175 1.8567  -0.13
C: -4.0975 0.4712 1.8797  0.23
N: -5.2451 0.6787 1.8800  -0.21
C: -1.8230 1.2441 1.5697  -0.15
C: -0.4806 0.9974 1.5285  -0.17
H: 1.9021 1.8465 3.4400  0.27
H: 2.8257 0.3952 3.8207  0.25
H: 3.6597 1.8588 3.2873  0.26
H: 4.1054 -0.9331 0.4904  0.27
H: 4.9648 0.1963 1.5323  0.27
H: 4.0055 -1.1013 2.2454  0.25
H: 1.7364 -1.5605 1.9392  0.24
H: -0.5340 -2.3219 2.2866  0.23
H: -2.9434 -1.8564 2.3300  0.24
H: -2.2036 2.2333 1.3822  0.25
H: 0.2083 1.7904 1.3053  0.21
O: -1.2698 -4.6654 -4.9195  -0.46
C: -0.6484 -4.1032 -4.1488  0.58
Fe: 0.3439 -3.1607 -2.8666  -0.12
C: 0.8164 -4.8433 -2.1707  0.58
O: 1.0934 -5.8536 -1.7253  -0.47
C: 1.8559 -3.0923 -3.9461  0.66
O: 2.7869 -3.0216 -4.5973  -0.46
C: 1.2367 -2.1049 -1.1282  -0.26
C: 1.5082 -1.0463 -2.0193  -0.29
C: 0.7162 -0.6423 -3.0918  -0.29
C: -0.5149 -1.2060 -3.4874  -0.18
C: -1.4312 -2.0178 -2.7603  -0.35
C: -1.2192 -2.6889 -1.5280  -0.19
C: 0.0104 -2.7603 -0.8230  -0.37
H: 2.0655 -2.3672 -0.4660  0.21
H: 2.4811 -0.5778 -1.9348  0.21
H: 1.1435 0.1017 -3.7538  0.23
H: -0.8928 -0.8481 -4.4488  0.24
H: -2.4020 -2.1916 -3.2403  0.25
H: -2.0517 -3.2835 -1.1369  0.25
H: 0.0356 -3.4522 0.0266  0.23

Properties
F_max	3.533	eV/Å
multiplicity	5
energy relative to the best compared isomer or geometry (same formula, charge and spin)	0.0	kcal per mole
total charge	+1
frontier orbital gap (alpha / beta)	5.2545 / 5.2265	eV
<S²>	6.1758
energy	-73874.4383	eV



No. 2
C20H18IrN5O4S | ωB97M-V/def2-TZVPD

Last column: natural (NBO) charge in e.
CARTESIAN COORDINATES (ANGSTROEM)
Ir: 0.1160 -0.3463 -1.2758  1.23
C: 3.6380 -4.9838 -1.6744  -0.63
C: 3.2513 -3.7427 -0.9400  -0.02
C: 3.9853 -2.5640 -1.0648  -0.17
C: 3.5299 -1.3746 -0.5487  -0.23
C: 2.2816 -1.2900 0.1006  0.22
N: 1.6533 -0.1117 0.3596  -0.56
C: 2.2596 1.0602 0.6266  0.16
C: 3.4896 1.1211 1.3155  -0.25
C: 4.0448 2.3096 1.7186  -0.18
C: 3.3998 3.5224 1.4751  -0.06
C: 3.9388 4.8084 2.0205  -0.62
C: 2.2124 3.4897 0.7522  -0.21
C: 1.6380 2.3028 0.3136  0.14
N: 0.4694 2.3783 -0.4616  -0.17
C: 0.1988 3.3161 -1.3972  0.05
C: -1.0743 3.0897 -1.8627  -0.32
C: -1.5227 1.9720 -1.1578  0.03
N: -0.5719 1.5313 -0.3247  -0.32
C: 1.5730 -2.5083 0.2813  0.06
C: 2.0604 -3.6964 -0.2280  -0.19
N: 0.2926 -2.5079 0.8727  -0.15
C: -0.1755 -3.3143 1.8417  0.00
C: -1.5042 -2.9956 2.0332  -0.33
C: -1.7645 -1.9793 1.1135  -0.01
N: -0.6696 -1.6982 0.4252  -0.26
H: 4.7159 -5.0924 -1.7536  0.22
H: 3.2354 -4.9118 -2.6856  0.23
H: 3.2219 -5.8718 -1.2061  0.21
H: 4.8977 -2.5716 -1.6387  0.21
H: 4.0650 -0.4583 -0.7396  0.23
H: 3.9784 0.1919 1.5602  0.22
H: 4.9883 2.3035 2.2433  0.21
H: 5.0218 4.7731 2.1051  0.22
H: 3.5415 4.9885 3.0210  0.22
H: 3.6562 5.6542 1.3985  0.21
H: 1.7102 4.4213 0.5372  0.21
H: 0.9205 4.0475 -1.6911  0.24
H: -1.5916 3.6300 -2.6257  0.25
H: -2.4849 1.4930 -1.1835  0.23
H: 1.4419 -4.5774 -0.1461  0.21
H: 0.4524 -4.0231 2.3435  0.24
H: -2.1852 -3.4215 2.7401  0.24
H: -2.6755 -1.4465 0.9287  0.23
O: 1.9641 0.3455 -2.5106  -0.93
S: 1.1268 -0.4548 -3.4709  2.50
O: 1.6444 -0.5242 -4.8000  -0.93
O: 0.9449 -1.7846 -2.8014  -0.91
O: -0.2263 0.2156 -3.3685  -0.96

Properties
F_max	4.324	eV/Å
energy relative to the best compared isomer or geometry (same formula, charge and spin)	69.0	kcal per mole
frontier orbital gap (alpha / beta)	6.1960 / 6.2001	eV
energy	-50343.6823	eV



No. 3
C20H18N2O5S | ωB97M-V/def2-TZVPD

Last column: natural (NBO) charge in e.
CARTESIAN COORDINATES (ANGSTROEM)
O: 1.2282 -2.0198 -0.4443  -0.62
O: -1.7699 -3.6066 -5.9814  -0.51
O: 3.3403 0.2524 2.2531  -0.55
O: -1.5191 -1.5757 0.9894  -0.89
O: -1.9365 0.6429 -0.0578  -0.93
C: 1.4279 -0.9746 0.1848  0.76
C: -1.4847 -2.4928 -5.8222  0.58
C: 2.3788 0.1830 1.5398  0.66
C: -0.5330 0.7039 5.6871  -0.20
C: -0.1506 -0.4575 5.0079  -0.19
C: -0.9872 -0.6787 -4.1388  -0.20
C: -1.5974 -2.9127 -3.3080  -0.14
C: -0.1783 1.8636 5.1326  -0.18
C: 0.2339 -0.4750 3.6238  -0.18
C: -0.9332 -0.2867 -2.7582  -0.13
C: -1.6321 -2.3894 -1.9855  -0.18
C: -1.3004 -2.0358 -4.4451  -0.14
C: 0.2232 1.8613 3.7232  0.02
C: 0.4462 0.7334 2.9831  -0.07
C: -1.2372 -1.1203 -1.7201  -0.26
N: 2.6905 -0.6411 0.5215  -0.59
N: 0.5167 0.0089 0.4010  -0.66
C: -1.0751 -1.5746 -7.0521  -0.73
C: 0.6553 3.2308 3.2010  -0.41
C: 1.0045 0.7981 1.5086  0.04
C: 1.5138 3.1174 1.8717  -0.39
C: 0.9236 2.1877 0.8051  -0.39
S: -1.0858 -0.5355 0.0159  2.23
H: -0.8010 0.6891 6.6960  0.21
H: -0.2819 -1.4273 5.4812  0.21
H: -0.7358 0.1582 -4.8744  0.23
H: -1.8577 -3.8731 -3.5400  0.23
H: -0.2765 2.7341 5.7834  0.22
H: 0.5045 -1.4552 3.1961  0.23
H: -0.6412 0.7185 -2.5206  0.22
H: -1.9806 -3.0151 -1.1292  0.25
H: 3.3507 -1.3400 0.5708  0.43
H: 0.0196 -1.6455 -7.2867  0.24
H: -1.2438 -0.4701 -6.9575  0.22
H: -1.7096 -2.0363 -7.8266  0.24
H: 1.1476 3.8398 3.8362  0.22
H: -0.2865 3.7431 2.8580  0.21
H: 1.6316 4.0540 1.4416  0.21
H: 2.5604 2.6227 2.0314  0.20
H: 1.5088 2.3979 -0.0199  0.22
H: -0.0709 2.4981 0.5242  0.24

Properties
F_max	7.555	eV/Å
energy relative to the best compared isomer or geometry (same formula, charge and spin)	118.0	kcal per mole
frontier orbital gap	8.5962	eV
energy	-45081.0041	eV



No. 4
C20H19AuF4N4S | ωB97M-V/def2-TZVPD

Last column: natural (NBO) charge in e.
CARTESIAN COORDINATES (ANGSTROEM)
Au: -1.1578 1.1469 -0.1170  0.67
C: -1.7588 -3.8262 -0.6569  -0.43
N: -1.2041 -2.5762 -0.2510  -0.29
C: 0.0969 -2.3038 -0.7658  -0.42
C: -1.7356 -1.8633 0.8633  -0.22
C: -3.0554 -1.1006 0.5754  -0.29
N: -2.8919 0.0635 -0.2474  -0.32
C: -3.9584 0.5375 -0.9175  0.11
C: -3.7773 1.4127 -2.0239  0.38
F: -2.5229 1.7354 -2.3747  -0.26
C: -4.8379 1.8914 -2.7704  0.34
F: -4.5925 2.6618 -3.8152  -0.25
C: -6.1512 1.5720 -2.4413  -0.13
C: -6.3732 0.7390 -1.3544  0.33
F: -7.6084 0.4129 -1.0233  -0.24
C: -5.3178 0.2246 -0.6145  0.38
F: -5.6062 -0.5143 0.4610  -0.25
H: -1.1484 -4.6585 -0.2836  0.23
H: -1.7515 -3.9050 -1.7466  0.23
H: -2.7722 -3.9586 -0.2911  0.22
H: 0.8327 -3.0168 -0.3750  0.23
H: 0.4088 -1.2919 -0.5188  0.20
H: 0.0953 -2.4271 -1.8503  0.23
H: -0.9912 -1.1463 1.2224  0.23
H: -1.9732 -2.5713 1.6665  0.25
H: -3.4606 -0.8060 1.5527  0.30
H: -3.7677 -1.7910 0.1182  0.24
H: -6.9788 1.9601 -3.0148  0.30
S: 5.2164 2.6344 0.5154  0.32
C: 3.4551 2.4442 0.2711  -0.07
C: 2.9895 1.6267 -0.7516  -0.23
C: 1.6314 1.4275 -0.8723  0.04
N: 0.7412 1.9567 -0.0274  -0.54
C: 1.1821 2.8039 0.9021  0.07
C: 2.5248 3.0915 1.0738  -0.24
C: 5.5022 1.0258 1.2858  -0.15
C: 6.3728 0.1093 0.7123  -0.26
C: 6.6405 -1.0555 1.4291  0.06
N: 6.0929 -1.2719 2.5981  -0.40
C: 5.2579 -0.4280 3.1527  0.05
C: 4.9097 0.7579 2.5144  -0.27
H: 3.6617 1.1512 -1.4478  0.26
H: 1.2428 0.8163 -1.6726  0.22
H: 0.4370 3.2628 1.5366  0.23
H: 2.8232 3.7985 1.8317  0.27
H: 6.8486 0.2802 -0.2390  0.24
H: 7.3193 -1.8109 1.0591  0.21
H: 4.8741 -0.6777 4.1342  0.21
H: 4.2360 1.4566 2.9886  0.22

Properties
F_max	1.903	eV/Å
total charge	+2
frontier orbital gap (alpha / beta)	2.7066 / 2.7072	eV
energy	-52386.2788	eV